1.
Density functional theory data (wB97M-V/def2-TZVPD) for a gas-phase ion, C4H10N3O (charge +1).

Structure (XYZ):
```
18
Properties=species:S:1:pos:R:3:forces:R:3
C -1.302877 0.283751 1.159317 1.620 2.443 0.551
C 1.290730 -0.973193 -0.089194 -0.410 0.188 0.675
C 1.041313 0.085833 -2.442944 -2.218 0.802 1.097
C 0.399845 -0.276289 -1.089937 1.040 0.660 -0.421
N -0.835659 0.031096 -1.033742 0.751 0.773 -2.347
N -2.006475 -0.053845 2.192837 -3.741 -2.625 1.603
N -0.405093 1.270433 1.157450 -1.111 0.544 2.658
O -1.531896 -0.327501 0.086101 -1.055 -2.739 -0.025
H 1.665356 -1.873184 -0.674951 -0.229 0.855 1.579
H 2.086989 -0.332144 0.335936 0.373 -0.064 -1.426
H 0.831503 -1.067375 0.923397 -0.344 -1.325 -1.038
H 0.203810 -0.098281 -3.180307 1.560 0.889 0.303
H 1.836887 -0.550791 -2.521694 1.709 -2.478 -0.841
H 1.674238 1.005736 -2.428786 -1.514 0.136 -0.119
H -2.822855 -0.765592 2.079714 2.177 1.718 -0.249
H -1.971030 0.231342 3.165771 0.733 0.553 -0.556
H 0.264184 1.439429 0.473442 0.729 0.022 -1.559
H -0.418970 1.970574 1.887592 -0.068 -0.353 0.115
```
Positions in Å, forces in eV/Å.

Properties
- Net charge: +1
- Lowest unoccupied orbital energy: -3.06 eV
- HOMO-LUMO gap: 0.4291 Ha
- Spin multiplicity: 1
- Energy relative to the best compared isomer or geometry (same formula, charge and spin): 213.4 kJ/mol
- HOMO level: -14.7 eV
- SMILES string: CC(C)=NOC(N)=[NH2+]

Population analysis type Löwdin, resulting atomic charges in e: C -0.517; C -0.009; C 0.002; C -0.356; N 0.112; N 0.241; N 0.253; O 0.081; H 0.133; H 0.105; H 0.081; H 0.123; H 0.035; H 0.114; H 0.208; H 0.150; H 0.094; H 0.152

***

2.
Density functional theory data (wB97M-V/def2-TZVPD) for 2 unconnected molecules or ions with the total composition C6H11N3O.

Structure (XYZ):
```
21
Properties=species:S:1:pos:R:3:forces:R:3
C -2.207763 -1.392292 0.075273 0.681 -0.055 1.061
C -1.895827 -0.302384 -1.131053 2.759 0.662 -0.040
C -0.694716 0.550873 -0.456643 2.138 1.587 2.665
C 1.220737 1.391797 0.630357 6.078 -4.111 0.052
C 0.687496 0.157742 0.113242 -0.929 0.063 -0.887
C 1.456449 -1.216985 0.216637 1.464 -0.239 3.715
H -2.767717 -0.899242 0.926337 1.305 0.647 -0.820
H -1.074690 -1.725777 0.552527 -3.855 0.533 -1.565
H -3.041075 -2.198415 0.054166 2.040 0.514 -1.329
H -1.413173 -0.535891 -2.205663 -0.903 -0.922 2.622
H -2.674992 0.378508 -1.551001 0.106 -0.427 1.432
H -0.099441 3.260596 2.323996 0.720 1.942 -4.755
H 2.515986 1.509557 0.858596 -4.677 0.051 -0.362
H 0.803644 -2.085569 0.577521 0.611 1.199 -1.267
H 2.180983 -1.176045 1.238152 -1.912 0.343 -2.457
H 3.031982 -0.698238 -0.861227 -0.411 -2.498 0.310
H 1.843431 -1.142650 -1.818321 2.076 -2.655 2.946
N -0.794501 1.872945 -0.022698 -2.947 -3.538 -3.049
N 0.309045 2.281978 0.479199 -2.313 3.443 -0.810
N 2.465353 -1.646662 -0.841561 -2.843 6.006 -3.469
O 0.148789 3.616154 0.842164 0.812 -2.547 6.008
```
Positions in Å, forces in eV/Å.

Properties
- Lowest unoccupied orbital energy: -1.41 eV
- HOMO-LUMO gap: 0.2760 Ha
- Spin multiplicity: 1
- Energy relative to the best compared isomer or geometry (same formula, charge and spin): 1113.3 kJ/mol
- HOMO level: -8.9 eV

Population analysis type Löwdin, resulting atomic charges in e: C -0.109; C -0.154; C -0.171; C -0.099; C -0.167; C -0.323; H 0.058; H 0.103; H 0.069; H 0.124; H 0.086; H 0.342; H 0.213; H 0.083; H 0.143; H 0.067; H 0.162; N 0.078; N -0.376; N -0.078; O -0.052

***

3.
Density functional theory data (wB97M-V/def2-TZVPD) for a single C4H7NO molecule.

Structure (XYZ):
```
13
Properties=species:S:1:pos:R:3:forces:R:3
C 1.263525 0.323443 0.357156 0.465 -0.595 -1.013
C 0.193749 -0.050714 -0.833041 1.331 0.198 0.879
C -0.846072 -1.129979 -0.719247 0.324 0.037 0.285
N -1.210288 0.285976 -0.619673 0.130 0.196 0.813
C -0.977680 0.725396 0.729492 -1.959 0.063 0.270
O -1.075992 0.049053 1.718995 -0.532 0.552 -0.240
H 1.856081 1.135331 -0.062981 0.418 -0.339 -0.168
H 1.792068 -0.611718 0.445372 0.910 -0.078 -0.118
H 1.135633 0.630175 1.425782 -0.890 -0.404 -1.180
H 0.668620 0.220939 -1.775355 -0.398 -0.160 0.010
H -1.253255 -1.683864 -1.575390 0.420 0.575 0.215
H -0.876676 -1.676314 0.217841 0.042 0.004 -0.082
H -0.669712 1.782276 0.691050 -0.260 -0.048 0.329
```
Positions in Å, forces in eV/Å.

Properties
- Lowest unoccupied orbital energy: 1.04 eV
- HOMO-LUMO gap: 0.4075 Ha
- Spin multiplicity: 1
- Energy relative to the best compared isomer or geometry (same formula, charge and spin): 315.5 kJ/mol
- HOMO level: -10.0 eV
- SMILES string: C[C@H]1CN1C=O

Population analysis type Löwdin, resulting atomic charges in e: C -0.054; C -0.246; C -0.076; N -0.007; C -0.384; O 0.048; H 0.070; H 0.070; H 0.089; H 0.127; H 0.113; H 0.105; H 0.145

***

4.
Density functional theory data (wB97M-V/def2-TZVPD) for a single C36H62N4 molecule.

Structure (XYZ):
```
102
Properties=species:S:1:pos:R:3:forces:R:3
C -5.530503 -1.947868 -0.937780 -0.141 -0.061 0.218
H -4.454456 -2.049364 -0.825639 0.185 -0.007 -0.066
C -6.203120 -1.690127 0.405581 0.014 0.192 -0.067
C -5.803447 -0.352940 1.032448 0.109 -0.135 -0.021
C -4.329905 -0.243140 1.426524 -0.260 -0.126 0.161
C -3.935963 -1.165993 2.577573 0.196 0.241 -0.048
C -2.485469 -0.966121 3.018737 -0.139 -0.193 -0.164
C -1.471264 -1.574965 2.054578 0.201 0.165 0.316
H -1.637002 -1.188464 1.046860 -0.005 -0.042 -0.155
C -0.034622 -1.234048 2.473843 -0.034 -0.266 -0.258
N 0.207738 0.179402 2.416525 -0.001 0.439 0.275
C 0.582875 0.748251 1.329420 0.030 -0.122 0.125
C 0.789841 2.181351 1.339050 0.053 0.279 -0.183
C 1.293066 2.832426 0.276248 -0.210 0.084 0.289
N 1.630986 2.193097 -0.884289 -0.212 -0.108 0.160
C 1.357824 0.859217 -0.984141 -0.005 -0.056 0.010
C 0.852313 0.142429 0.034695 -0.102 -0.236 0.062
H 0.634225 -0.899916 -0.127962 -0.006 -0.113 -0.078
H 1.554745 0.405133 -1.945121 0.023 -0.049 -0.106
C 2.278887 2.881827 -1.974830 0.442 -0.016 -0.583
H 1.715142 2.681924 -2.894235 -0.013 0.108 0.112
C 3.735643 2.447046 -2.196245 -0.026 0.297 0.128
H 3.787408 1.358031 -2.169219 -0.020 -0.072 -0.116
C 4.754946 3.046160 -1.222460 -0.123 -0.113 0.107
H 5.752011 2.760402 -1.567600 0.058 0.078 -0.019
C 4.608466 2.631065 0.243641 0.144 -0.118 -0.221
H 5.348068 3.184335 0.828020 -0.045 0.034 0.075
C 4.801988 1.135649 0.490011 -0.216 0.264 0.292
C 4.330866 0.744862 1.889908 0.216 -0.227 -0.102
C 4.584514 -0.722855 2.237362 -0.199 0.157 -0.165
C 4.044155 -1.680457 1.175621 0.077 -0.124 0.422
C 3.877544 -3.102591 1.709749 0.053 0.039 -0.436
H 4.759822 -3.390817 2.284720 0.009 -0.052 0.093
H 3.016288 -3.133505 2.379975 -0.018 -0.040 0.094
C 3.693014 -4.126000 0.578767 0.317 0.014 0.699
N 2.662078 -3.737482 -0.352260 -0.307 -0.109 -0.178
C 1.343289 -3.902781 -0.039431 0.054 -0.026 0.008
C 0.347517 -3.435358 -0.813655 -0.298 0.046 -0.067
C 0.623127 -2.679249 -2.029013 -0.105 0.025 -0.027
N -0.212799 -2.111448 -2.815958 0.337 0.198 -0.246
C -1.625861 -2.158281 -2.567593 -0.260 -0.081 -0.031
C -2.331270 -1.150797 -3.477291 0.190 0.018 0.157
H -3.411775 -1.247502 -3.346902 -0.077 0.007 -0.047
C -1.901137 0.290699 -3.206674 -0.289 -0.193 0.161
C -2.349510 0.804507 -1.841119 0.215 0.232 -0.373
C -2.069155 2.292654 -1.654668 -0.216 -0.304 0.355
C -2.450003 2.761903 -0.253157 0.218 0.328 -0.365
C -2.156513 4.242809 -0.032925 -0.173 -0.225 0.241
C -2.499561 4.676949 1.386446 0.100 0.079 -0.253
H -3.557593 4.522175 1.586582 -0.116 -0.010 0.082
H -2.273021 5.730635 1.534656 -0.013 0.102 0.114
H -1.927791 4.095291 2.105932 0.044 -0.058 0.145
H -2.730350 4.838577 -0.747181 0.055 0.035 -0.080
H -1.096642 4.428922 -0.221921 0.042 0.036 -0.092
H -3.514406 2.577990 -0.089874 -0.084 -0.066 0.080
H -1.894657 2.175629 0.482738 -0.037 -0.079 0.088
H -2.627814 2.867168 -2.398376 0.030 0.056 -0.080
H -1.006233 2.482499 -1.821733 0.112 0.058 -0.054
H -3.420962 0.625588 -1.720678 -0.091 -0.072 0.089
H -1.823974 0.257860 -1.056305 -0.044 -0.089 0.134
H -2.320682 0.935071 -3.984066 0.059 0.059 -0.036
H -0.813164 0.339104 -3.275214 0.084 0.088 -0.075
H -2.085944 -1.401926 -4.510585 -0.055 -0.087 -0.035
H -1.870110 -1.939903 -1.517217 -0.029 -0.036 0.043
H -2.014145 -3.164748 -2.786623 -0.026 0.043 0.089
C 2.035198 -2.582945 -2.333818 0.229 -0.070 0.065
C 2.972733 -3.086504 -1.514771 0.040 0.132 -0.256
H 4.026765 -3.015710 -1.741206 0.049 0.010 0.030
H 2.313737 -2.091081 -3.251104 0.089 0.044 -0.109
H -0.674543 -3.619772 -0.525009 -0.071 -0.051 0.103
H 1.150250 -4.451204 0.872507 -0.003 -0.011 0.057
H 4.629983 -4.227338 0.024692 -0.107 -0.044 0.005
H 3.440971 -5.102483 1.005000 0.060 0.031 -0.145
H 3.077160 -1.313064 0.825498 -0.021 0.024 -0.141
H 4.727999 -1.693232 0.324554 -0.029 0.042 -0.143
H 4.097118 -0.934074 3.191500 0.047 -0.064 0.088
H 5.656062 -0.895261 2.366055 0.050 -0.047 0.080
H 3.259193 0.940823 1.965824 -0.030 0.059 0.043
H 4.833658 1.373153 2.628896 -0.052 0.094 0.045
H 4.224206 0.569517 -0.240026 0.012 -0.107 -0.093
H 5.855401 0.874189 0.362502 0.080 -0.072 -0.092
H 3.626613 2.922362 0.614725 0.076 0.045 0.103
H 4.690938 4.136066 -1.281024 0.070 0.051 -0.078
H 4.018548 2.759561 -3.204118 -0.032 -0.081 -0.049
H 2.240733 3.956385 -1.780352 -0.089 -0.067 -0.008
H 1.449961 3.902396 0.284309 0.053 0.020 -0.015
H 0.534660 2.715343 2.239212 -0.017 0.118 0.091
H 0.667398 -1.815954 1.853855 0.016 0.016 0.063
H 0.110463 -1.533023 3.518603 0.005 -0.147 -0.115
H -1.590024 -2.661991 2.026981 -0.059 -0.060 -0.062
H -2.271300 0.099568 3.117657 -0.014 0.027 0.087
H -2.342592 -1.423107 4.001243 0.058 0.038 0.064
H -4.595629 -0.965219 3.426014 -0.086 -0.062 0.002
H -4.077750 -2.209488 2.288397 -0.079 -0.105 0.042
H -3.706283 -0.446715 0.557352 0.130 0.081 -0.106
H -4.132056 0.787577 1.731349 0.098 0.040 -0.043
H -6.418083 -0.186279 1.921233 -0.030 0.094 0.012
H -6.033810 0.444465 0.320444 -0.086 0.054 0.002
H -7.286867 -1.689055 0.261340 0.000 -0.076 0.061
H -5.968423 -2.504687 1.092648 -0.079 -0.061 0.045
H -5.729045 -1.127761 -1.625322 0.023 0.086 -0.123
H -5.910881 -2.865455 -1.381940 0.026 -0.074 -0.106
```
Positions in Å, forces in eV/Å.

Properties
- Lowest unoccupied orbital energy: 0.66 eV
- HOMO-LUMO gap: 0.2941 Ha
- Spin multiplicity: 1
- Energy relative to the best compared isomer or geometry (same formula, charge and spin): 2.9 kJ/mol
- HOMO level: -7.3 eV

Atomic partial charges in e from the Löwdin method, atoms 1 to 99: C -0.110; H 0.053; C -0.264; C -0.219; C -0.221; C -0.208; C -0.213; C -0.196; H 0.089; C -0.254; N 0.059; C -0.344; C -0.019; C -0.100; N -0.096; C -0.060; C 0.000; H 0.080; H 0.128; C -0.144; H 0.126; C -0.178; H 0.098; C -0.198; H 0.111; C -0.204; H 0.116; C -0.205; C -0.198; C -0.200; C -0.217; C -0.173; H 0.116; H 0.109; C -0.157; N -0.105; C -0.067; C -0.009; C -0.355; N 0.062; C -0.262; C -0.199; H 0.098; C -0.213; C -0.220; C -0.206; C -0.229; C -0.271; C -0.110; H 0.071; H 0.066; H 0.063; H 0.108; H 0.089; H 0.111; H 0.099; H 0.117; H 0.099; H 0.110; H 0.085; H 0.111; H 0.093; H 0.106; H 0.091; H 0.121; C -0.014; C -0.076; H 0.125; H 0.108; H 0.100; H 0.134; H 0.125; H 0.124; H 0.098; H 0.111; H 0.114; H 0.114; H 0.099; H 0.116; H 0.088; H 0.122; H 0.084; H 0.109; H 0.112; H 0.128; H 0.130; H 0.112; H 0.080; H 0.109; H 0.111; H 0.106; H 0.111; H 0.113; H 0.105; H 0.080; H 0.109; H 0.107; H 0.105; H 0.103

***

5.
Density functional theory data (wB97M-V/def2-TZVPD) for a single C4H6O2 molecule.

Structure (XYZ):
```
12
Properties=species:S:1:pos:R:3:forces:R:3
C -0.285552 0.567555 -0.982766 -0.242 -0.522 -0.374
C 0.557131 0.949004 0.564903 1.290 -1.597 1.703
C -0.174919 -0.746982 -0.576599 -0.808 0.784 -1.167
C -0.246806 -2.028691 -0.409109 0.273 0.216 0.386
O -0.550516 1.301337 1.382476 -0.199 0.074 -0.375
O 1.581897 1.645502 0.498942 -0.744 0.020 -0.619
H -0.156124 1.767803 2.133728 0.037 -0.057 -0.219
H -1.277252 1.010866 -0.971814 0.101 0.030 0.224
H 0.378129 0.900249 -1.774475 0.006 -0.073 0.075
H 0.769164 -0.201532 0.854628 0.195 0.860 0.336
H 0.276444 -2.563384 0.371936 -0.107 0.099 0.137
H -0.871596 -2.601728 -1.091850 0.198 0.167 -0.107
```
Positions in Å, forces in eV/Å.

Properties
- Lowest unoccupied orbital energy: -0.65 eV
- HOMO-LUMO gap: 0.2857 Ha
- Spin multiplicity: 1
- Energy relative to the best compared isomer or geometry (same formula, charge and spin): 514.1 kJ/mol
- HOMO level: -8.4 eV

Population analysis type Löwdin, resulting atomic charges in e: C -0.034; C -0.612; C -0.066; C 0.083; O -0.009; O -0.031; H 0.106; H 0.121; H 0.121; H 0.138; H 0.088; H 0.095

***

Which formula does entry 3 have?
C4H7NO